Density functional theory data (wB97M-V/def2-TZVPD) for a 2-piece molecular cluster, C4H14N2O2 overall in a non-equilibrium geometry.

Its maximum force is 2.87 eV Å⁻¹. Its net charge is 0. As for the SMILES: NC[C@H](N)CCO.O. The orbital gap is 9.15 eV. As for the HOMO energy: -8.56 eV.

Each line ends with the Löwdin charge.
Element x y z (Å)
1 N -0.69926 2.12171 1.26504  0.0225
2 C -0.42023 1.04517 0.33485  -0.4123
3 C -0.46303 -0.25174 1.18580  -0.1466
4 C -0.60592 -1.47404 0.27970  -0.2273
5 O -1.97765 -1.39926 -0.23676  -0.0947
6 C 0.87416 1.23785 -0.48419  -0.2674
7 N 0.60712 2.06476 -1.62672  -0.0014
8 H -0.64088 3.00949 0.77427  0.0706
9 H -0.10191 2.14486 2.07968  0.0676
10 H -1.20894 1.05834 -0.42129  0.1293
11 H -1.24568 -0.18426 1.94303  0.1135
12 H 0.47556 -0.38936 1.77186  0.1251
13 H -0.49905 -2.39000 0.84408  0.1086
14 H -0.08426 -1.35789 -0.66389  0.0946
15 H -2.50815 -2.15268 -0.02170  0.0584
16 H 1.28015 0.22442 -0.68138  0.0950
17 H 1.57081 1.72664 0.21986  0.1181
18 H -0.18399 1.85133 -2.21252  0.0670
19 H 1.43710 2.21610 -2.17900  0.0631
20 H 1.61854 -3.33414 -0.13005  0.0247
21 H 2.52137 -2.94633 -1.26142  0.0496
22 O 2.18301 -2.61631 -0.41323  -0.0579

***

Density functional theory data (wB97M-V/def2-TZVPD) for C58H48N14O3SW as an isolated structure in a non-equilibrium geometry.

Its maximum force is 1.26 eV Å⁻¹. Its net charge is +2. The orbital gap (alpha / beta) is 4.47 / 4.47 eV. As for the HOMO energy (alpha / beta): -10.68 / -10.68 eV.

Each line ends with the Löwdin charge.
Element x y z (Å)
1 W -0.93606 0.41357 -0.95542  1.6488
2 C 1.52081 -5.75450 -1.94027  -0.0400
3 C 2.39432 -5.06893 -2.79581  -0.0450
4 C 2.25767 -3.71333 -3.02852  0.0189
5 C 1.22367 -3.05953 -2.37431  -0.1228
6 C 0.72068 -1.70310 -2.45426  -0.2698
7 N 1.02273 -0.92328 -3.45597  0.2399
8 C 0.21577 0.04733 -3.83057  -0.3137
9 C 0.14278 0.47411 -5.21187  -0.1031
10 C 0.85163 0.07076 -6.33578  0.0146
11 C 0.42517 0.55567 -7.55878  -0.0397
12 C -0.67492 1.42180 -7.65012  -0.0420
13 C -1.36820 1.82732 -6.52528  0.0116
14 C -0.93953 1.33523 -5.29802  -0.1005
15 C -1.46979 1.44776 -3.96090  -0.2628
16 N -2.42769 2.25723 -3.63526  0.2331
17 C -2.99409 2.23258 -2.44898  -0.2859
18 N -2.78257 1.30140 -1.46194  0.0043
19 C -3.61979 1.65785 -0.40457  -0.2862
20 N -3.88870 0.93733 0.64855  0.2335
21 C -3.45572 -0.30172 0.71533  -0.2694
22 N -2.43387 -0.83230 -0.04035  0.0128
23 C -2.44406 -2.18585 0.19993  -0.2640
24 N -1.58656 -3.07825 -0.25356  0.2169
25 C -0.60581 -2.76427 -1.04900  -0.2848
26 N -0.31489 -1.50838 -1.55244  0.0064
27 C 0.35150 -3.73816 -1.53554  -0.1253
28 C 0.48104 -5.10032 -1.30079  0.0136
29 C -3.50600 -2.52526 1.10960  -0.1055
30 C -3.96072 -3.75218 1.59099  0.0048
31 C -5.05939 -3.73592 2.42378  -0.0492
32 C -5.67881 -2.52718 2.79118  -0.0483
33 C -5.21808 -1.31332 2.32781  0.0029
34 C -4.11916 -1.32941 1.46890  -0.1011
35 C -4.30625 2.88449 -0.71229  -0.1202
36 C -5.21114 3.64923 0.01885  0.0019
37 C -5.73531 4.76771 -0.59940  -0.0488
38 C -5.36608 5.11547 -1.91314  -0.0499
39 C -4.46444 4.35681 -2.63141  0.0069
40 C -3.94234 3.22447 -2.00819  -0.1231
41 N -0.76744 0.63171 -3.08663  -0.0642
42 H 1.65842 -6.81665 -1.78334  0.1174
43 H 3.19001 -5.61570 -3.28582  0.1218
44 H 2.93486 -3.17512 -3.68009  0.1285
45 H 1.68264 -0.61615 -6.24451  0.1220
46 H 0.93548 0.25426 -8.46473  0.1157
47 H -0.99796 1.75825 -8.62751  0.1159
48 H -2.22706 2.48390 -6.59630  0.1224
49 H -0.21116 -5.61730 -0.64752  0.1209
50 H -3.46960 -4.67260 1.30351  0.1191
51 H -5.46098 -4.66788 2.80046  0.1136
52 H -6.53898 -2.55588 3.44804  0.1141
53 H -5.68331 -0.37718 2.61168  0.1194
54 H -5.48799 3.36652 1.02743  0.1208
55 H -6.45164 5.38431 -0.07072  0.1128
56 H -5.81054 5.99092 -2.36996  0.1134
57 H -4.17692 4.62283 -3.64097  0.1215
58 O -1.42424 5.98045 3.51923  -0.0403
59 C -2.05832 6.00771 2.25522  -0.1878
60 C -1.62656 4.79762 1.48534  -0.1489
61 C -1.58208 4.78809 0.10422  0.0303
62 C -1.24694 3.62241 -0.54863  -0.1548
63 N -0.98262 2.47148 0.07059  -0.0485
64 C -0.91002 2.51449 1.39800  -0.2120
65 C -1.23693 3.63683 2.13194  0.0780
66 C -0.45263 1.26183 2.01187  -0.2075
67 C -0.10396 1.17228 3.34301  0.0635
68 C 0.27852 -0.04040 3.88590  -0.1359
69 C 0.75130 -0.15339 5.30197  -0.1849
70 O 1.24449 1.10909 5.70190  -0.0381
71 C 0.21890 -1.14365 3.04835  0.0375
72 C -0.08008 -0.95841 1.72168  -0.0976
73 N -0.34761 0.23116 1.16969  -0.0077
74 H -1.74968 6.70707 4.05911  0.1062
75 H -1.80513 6.91201 1.69587  0.1333
76 H -3.14893 5.97624 2.35688  0.1412
77 H -1.82528 5.67265 -0.47359  0.1399
78 H -1.16941 3.61100 -1.62375  0.0988
79 H -1.20648 3.61570 3.21260  0.1288
80 H -0.09617 2.05787 3.96513  0.1291
81 H 1.52231 -0.92595 5.35762  0.1262
82 H -0.08709 -0.47306 5.93065  0.1461
83 H 1.58350 1.05122 6.60052  0.1073
84 H 0.41975 -2.14005 3.42379  0.1289
85 H -0.10697 -1.80869 1.06468  0.0832
86 C 2.32572 2.68320 1.28938  0.0043
87 N 2.12495 3.73734 0.30460  -0.0783
88 C 2.38438 5.08344 0.55315  -0.0215
89 C 2.12212 5.75863 -0.57721  -0.0390
90 N 1.69351 4.81930 -1.49878  0.0850
91 C 1.69124 3.58193 -0.96091  -0.6987
92 S 1.21108 2.19426 -1.83468  0.7703
93 H 1.78108 2.92324 2.19979  0.0945
94 H 3.38384 2.59484 1.53012  0.1123
95 H 1.97356 1.74146 0.88141  0.0500
96 H 2.72770 5.42825 1.51431  0.1378
97 H 2.20800 6.80697 -0.80664  0.1310
98 H 1.45320 4.99769 -2.46021  0.1616
99 C 3.88188 -3.09007 3.44083  -0.0536
100 C 2.90023 -3.95174 2.64948  -0.1964
101 N 3.48490 -4.65200 1.50531  -0.0465
102 C 3.64327 -6.10813 1.60502  -0.1947
103 C 4.81138 -6.50330 2.49892  -0.0634
104 C 3.89440 -4.03307 0.36963  -0.4096
105 O 4.36474 -4.61679 -0.59565  0.0775
106 C 3.76104 -2.53224 0.24954  -0.1124
107 C 4.90229 -1.77579 0.01737  0.0166
108 C 4.73991 -0.46852 -0.40054  -0.0231
109 C 3.45602 0.02447 -0.59317  -0.1663
110 N 2.33900 -0.65794 -0.31996  0.0728
111 C 2.53011 -1.91794 0.09592  -0.1065
112 H 3.42735 -2.78964 4.38933  0.0697
113 H 4.15503 -2.18735 2.89286  0.0658
114 H 4.79221 -3.64803 3.66394  0.0800
115 H 2.06407 -3.33727 2.31109  0.0818
116 H 2.49448 -4.72039 3.30543  0.1230
117 H 3.80554 -6.47717 0.59837  0.1107
118 H 2.70918 -6.52440 1.98763  0.1207
119 H 5.72666 -6.01335 2.16323  0.0845
120 H 4.96547 -7.58161 2.44978  0.0818
121 H 4.63025 -6.23483 3.54242  0.0716
122 H 5.88527 -2.21550 0.14158  0.1374
123 H 5.59655 0.16105 -0.61003  0.1156
124 H 3.33176 1.00986 -1.02060  0.0410
125 H 1.63936 -2.50361 0.29296  0.0938

***

Density functional theory data (wB97M-V/def2-TZVPD) for a 2-piece molecular cluster, C4H8F3NO overall in a non-equilibrium geometry.

Its maximum force is 3.11 eV Å⁻¹. Its net charge is 0. The orbital gap is 9.66 eV. As for the HOMO energy: -9.02 eV.

Each line ends with the Löwdin charge.
Element x y z (Å)
1 C 0.70254 1.21542 -0.89361  -0.0504
2 C 1.13562 -0.33544 -0.67584  -0.0774
3 C -2.55205 0.02346 0.08179  -0.2929
4 C 2.40122 -0.16305 0.05030  -0.6704
5 N -3.13199 -1.14115 0.41273  0.0327
6 O -1.87236 0.55562 1.04227  -0.0246
7 F 3.23951 0.62498 -0.57239  0.1450
8 F 2.96956 -1.34061 0.28320  0.1468
9 F 2.27940 0.53181 1.28772  0.0561
10 H 1.52979 1.60525 -1.41746  0.0472
11 H 0.71611 1.61452 0.08306  0.0454
12 H -0.22574 1.58510 -1.39093  0.0867
13 H 1.20467 -0.86844 -1.61496  0.1222
14 H 0.59337 -0.90005 0.08822  0.1153
15 H -3.83916 -1.60049 -0.12546  0.0708
16 H -3.21014 -1.50722 1.42352  0.1246
17 H -1.94038 0.10028 1.93784  0.1230

***

Density functional theory data (wB97M-V/def2-TZVPD) for a single CH3PS molecule in a non-equilibrium geometry.

Its maximum force is 1.61 eV Å⁻¹. Its net charge is 0. As for the SMILES: [PH3]=C=S. The orbital gap is 7.28 eV. As for the HOMO energy: -7.70 eV.

Each line ends with the Löwdin charge.
Element x y z (Å)
1 C 1.27440 -0.48259 0.79001  -0.8938
2 P -0.47904 0.16979 0.07090  0.6691
3 S 2.42343 0.09724 -0.11210  0.4649
4 H -1.34184 -0.52929 0.89090  -0.0910
5 H -1.27840 1.28155 -0.52764  -0.0643
6 H -0.59854 -0.53670 -1.11207  -0.0848